one:
10 unconnected molecules or ions with the total composition H19O10, computed with the ωB97M-V functional and the def2-TZVPD basis.

Summary:
spin multiplicity: 1
LUMO energy: 3.057 eV
charge: -1
HOMO: -0.258 Ha

Each line ends with the Löwdin charge.
CARTESIAN COORDINATES (ANGSTROEM)
H -0.03517 -0.02494 -1.47529  0.011
H -3.28545 0.63928 -1.26556  0.025
O -2.48271 0.46383 -1.76598  -0.110
H -0.31983 0.00756 2.02997  -0.014
O 0.40558 -0.36386 -2.29099  -0.067
H 0.33913 1.77768 1.00390  -0.015
H 1.46982 -1.62607 -1.79095  -0.009
H 0.02536 -2.47131 1.28750  -0.015
H 1.78504 2.23030 1.35817  0.015
O 2.75709 1.36865 -1.39841  -0.066
H 2.99002 -1.61145 -1.58380  0.044
H -1.68792 -2.34566 -0.21122  0.051
O 2.19061 -2.07999 -1.32025  -0.067
O -0.65871 0.47175 0.24353  -0.394
H 2.33583 2.19819 -1.64452  0.039
H -1.90476 1.53696 0.79321  -0.023
O 0.97339 -2.74316 1.28750  -0.109
O 0.01522 0.07843 2.95795  -0.085
O -2.64466 2.07729 1.15030  -0.087
O -1.62221 -2.12037 0.72283  -0.076
H 0.18721 0.09693 0.00064  -0.027
H -1.54691 -1.13422 0.73462  0.021
H -0.14323 -0.03155 -3.00914  0.072
H 2.02027 0.74731 -1.31113  -0.011
H -1.76723 0.40232 -1.07207  -0.027
H 0.94273 0.29979 2.86747  0.019
H -2.52080 2.04589 2.10369  0.027
H 1.27856 -2.46779 0.40670  -0.023
O 0.90374 2.57822 1.19132  -0.100

=====

two:
10 unconnected molecules or ions with the total composition H19O10, computed with the ωB97M-V functional and the def2-TZVPD basis.

Summary:
spin multiplicity: 1
LUMO energy: 2.709 eV
charge: -1
HOMO: -0.240 Ha

Each line ends with the Löwdin charge.
CARTESIAN COORDINATES (ANGSTROEM)
H 1.13204 2.72089 -1.35553  0.177
O 0.07627 2.36792 -1.31545  -0.143
O 3.01640 1.46848 2.31822  -0.031
H -0.38650 1.44023 -3.81219  0.053
H -1.11940 -0.91459 -0.49156  -0.067
H -3.94102 0.77171 0.20793  -0.003
H 0.59261 -0.97082 -1.42643  0.035
O -1.12681 1.59950 -3.15549  -0.124
O -1.67762 0.84952 1.73920  -0.012
H 0.57543 0.17536 0.52367  -0.152
H -2.19478 0.20256 2.17763  0.028
O -3.51275 0.91057 -0.62240  -0.074
H 2.76872 0.82366 1.77345  -0.113
H 0.89080 -2.57874 1.97672  0.011
H 2.68530 1.34685 3.24650  0.068
O 0.00750 -2.22761 1.86922  -0.079
H -2.07749 -2.02411 -0.02054  0.027
O 1.02046 -1.69661 -2.08622  -0.155
O -1.87676 -1.44547 -0.75567  -0.066
H -2.60482 0.60952 -0.37917  0.005
O 0.22624 -0.20577 -0.11838  -0.296
H 2.98476 -1.43582 1.12664  0.050
H -1.10322 0.47377 1.11486  -0.049
H 0.28656 1.54296 -0.76814  0.034
H -0.78297 1.60760 -2.25243  -0.076
O 2.85698 -0.65828 0.55594  -0.071
H 1.29291 -2.52247 -1.68187  -0.002
H 1.88857 -0.79898 0.34674  0.015
H 0.10260 -1.43184 1.26473  0.009

=====

Quick look at relative energies in eV: one 0.000; two 3.383.

=====

one:
A single C2H2FIS molecule, computed with the ωB97M-V functional and the def2-TZVPD basis.

Summary:
spin multiplicity: 1
LUMO energy: -0.937 eV
SMILES: FC(=S)CI
HOMO: -0.356 Ha

Each line ends with the Löwdin charge.
CARTESIAN COORDINATES (ANGSTROEM)
C 0.09714 -0.38453 0.77655  -0.968
S 0.92236 -1.68970 1.18588  0.798
I 0.53106 2.05764 -0.76007  0.803
F -0.41729 0.46047 1.77100  -0.095
C -0.22987 0.05093 -0.59318  -0.645
H 0.31987 -0.59798 -1.27169  0.036
H -1.22327 0.10316 -1.10848  0.071

=====

two:
A single C2H2FIS molecule, computed with the ωB97M-V functional and the def2-TZVPD basis.

Summary:
spin multiplicity: 1
LUMO energy: -0.950 eV
SMILES: FC(=S)CI
HOMO: -0.361 Ha

Each line ends with the Löwdin charge.
CARTESIAN COORDINATES (ANGSTROEM)
H 0.25967 -0.16034 -0.62564  0.054
F -0.14834 2.33946 1.35019  -0.087
S 1.08739 2.54701 -0.91801  0.798
H -0.43821 -0.03916 1.10013  -0.018
C -0.35955 0.29984 0.15908  -0.573
I -2.44599 0.31782 -0.47245  0.752
C 0.21139 1.74448 0.12193  -0.925

=====

three:
A molecular structure, C2H2FIS, computed with the ωB97M-V functional and the def2-TZVPD basis.

Summary:
spin multiplicity: 1
LUMO energy (alpha / beta): -1.086 / -1.086 eV
HOMO (alpha / beta): -0.313 / -0.313 Ha

Each line ends with the Löwdin charge.
CARTESIAN COORDINATES (ANGSTROEM)
F -0.92018 0.06720 2.11757  0.080
H -0.96614 2.68491 -2.22923  -0.103
C -0.80612 0.88772 -0.07143  -0.410
H -1.14698 -0.16650 -0.30516  0.088
S 0.23510 2.41310 1.92728  0.353
C -0.56172 0.90294 1.25450  -0.984
I 0.19589 2.79472 -0.65533  0.976

=====

four:
A single C2H2FIS molecule, computed with the ωB97M-V functional and the def2-TZVPD basis.

Summary:
spin multiplicity: 1
LUMO energy: -1.008 eV
SMILES: FC(=S)CI
HOMO: -0.362 Ha

Each line ends with the Löwdin charge.
CARTESIAN COORDINATES (ANGSTROEM)
C 0.10598 -0.71711 0.47526  -0.936
S 0.79557 -2.12449 0.21941  0.772
F -0.01573 -0.31695 1.88957  -0.133
C -0.37278 0.42291 -0.38888  -0.651
H -0.94187 0.21398 -1.32867  0.053
H -1.00057 1.19548 0.24310  0.099
I 1.42940 1.32617 -1.10981  0.796

=====

Quick look at relative energies in eV: one 0.000; two 0.078; three 4.281; four 0.190.

=====

one:
A gas-phase ion, C6H13N (charge -1), computed with the ωB97M-V functional and the def2-TZVPD basis.

Summary:
spin multiplicity: 2
LUMO energy (alpha / beta): 4.160 / 4.235 eV
<S²>: 0.7518
charge: -1
HOMO (alpha / beta): 0.054 / -0.145 Ha

Each line ends with the Löwdin spin population.
CARTESIAN COORDINATES (ANGSTROEM)
H 1.82168 0.94517 -0.72879  0.060
H -1.61972 1.08855 -1.63049  0.040
H 1.39361 0.94455 1.74988  0.039
H -0.32107 -0.52258 2.65820  0.013
H -1.21413 1.49856 2.67347  0.005
C 0.81055 0.75375 -0.34955  0.096
C -0.47351 -0.11136 1.66134  0.034
C 0.68047 -1.53818 -1.45750  0.081
H 1.71055 -1.56547 -1.09739  0.005
H -1.24129 1.68844 1.04507  0.009
H 0.28335 1.71712 -0.41821  0.028
H 1.45376 -0.69465 1.07725  0.012
N -1.39066 1.02407 1.79584  0.004
C 0.10394 -0.17599 -1.29370  0.193
C -1.10365 0.16628 -1.85485  0.166
H -1.51424 -0.39629 -2.68317  0.045
H -0.95037 -0.87888 1.04155  0.046
H 0.13228 -2.26057 -0.79613  0.084
H 0.55110 -1.92333 -2.46872  0.008
C 0.88734 0.24081 1.07590  0.031

=====

two:
A molecular structure, C6H13N, computed with the ωB97M-V functional and the def2-TZVPD basis.

Summary:
spin multiplicity: 2
LUMO energy (alpha / beta): 4.495 / 4.059 eV
<S²>: 0.7546
charge: -1
HOMO (alpha / beta): 0.019 / -0.110 Ha

Each line ends with the Löwdin spin population.
CARTESIAN COORDINATES (ANGSTROEM)
C -0.25312 2.47150 0.30071  0.028
N -0.54200 -1.20936 -2.45957  0.187
H -0.44564 -2.59699 2.04502  0.008
H -0.90198 -0.87604 2.22274  0.005
C 0.76231 1.32315 0.15740  0.047
H -1.20050 2.03333 0.61392  0.007
H 0.35553 0.70463 -2.25780  0.025
C 0.46923 -1.20868 0.57882  0.074
H -1.27943 -1.67153 -1.92303  0.033
C 0.18621 0.01023 -0.25715  0.155
H 0.08092 3.23683 1.01772  0.004
H 1.33352 -1.01139 1.21789  0.015
C -0.67474 -1.67617 1.50402  0.047
H 1.53766 1.64964 -0.55033  0.021
H -0.45089 3.02250 -0.62551  0.004
H 0.73409 -2.08527 -0.03798  0.016
C 0.11124 -0.15052 -1.63302  0.264
H 1.26505 1.30307 1.08461  0.005
H -1.58254 -1.85297 0.92411  0.011
H 0.49508 -1.41597 -1.92256  0.045

=====

Quick look at relative energies in eV: one 0.000; two 1.770.